<A>
# C3H14O3S2

A cluster of 4 separate species, C3H14O3S2 in total (ωB97M-V with the def2-TZVPD basis set, OMol25).

## Properties
structure (SMILES) = CCSSC.O.O.O
Kohn-Sham gap = 0.337 Eh
HOMO = -8.69 eV
LUMO level = 0.5 eV

Geometry as ORCA input:
```
! wB97M-V def2-TZVPD RIJCOSX def2/J DEFGRID3
* xyz 0 1
S -1.4766 -1.1159 1.3056
S -1.8282 -1.0297 -0.7877
O 4.2403 2.3898 -2.4266
O 1.8696 -1.6851 1.0629
O -3.6811 1.1865 0.2379
C 0.2665 1.0889 0.6260
C -0.6595 -2.3117 -1.3900
C -0.8289 0.6125 1.5666
H 0.1810 0.7397 -0.3828
H 0.2760 -1.7460 -1.4793
H 1.2630 0.8149 0.9211
H -3.2424 0.3702 0.5540
H -1.0382 -2.7335 -2.3310
H -1.6724 1.2652 1.3490
H 0.2741 2.1809 0.6404
H 3.8970 3.2116 -2.8009
H -0.6382 0.6528 2.6491
H -4.5922 0.8737 0.1799
H 0.9491 -1.9902 1.0995
H 4.4993 2.6681 -1.5406
H -0.3503 -3.1005 -0.7001
H 2.2920 -2.3421 1.6473
*
```


<B>
# C3H14O3S2

A cluster of 4 separate species, C3H14O3S2 in total (ωB97M-V with the def2-TZVPD basis set, OMol25).

## Properties
structure (SMILES) = CCSSC.O.O.O
Kohn-Sham gap = 0.348 Eh
HOMO = -9.14 eV
LUMO level = 0.3 eV

Geometry as ORCA input:
```
! wB97M-V def2-TZVPD RIJCOSX def2/J DEFGRID3
* xyz 0 1
S -1.8843 -0.3850 1.1138
S -1.8292 -1.3317 -0.6572
O -0.4280 -4.0865 0.4640
O 2.0680 2.4810 -1.7656
O 0.0441 2.4132 0.6708
C 1.0308 -0.4576 0.7021
C -0.1418 -0.5023 1.7604
C -1.3163 0.0942 -1.9042
H 0.9582 -1.4135 0.0998
H -0.0898 -1.4781 2.2585
H 2.0639 -0.2007 1.0643
H -0.1952 0.4365 2.3828
H -1.4785 -0.2337 -3.0714
H -0.2800 0.5589 -1.7086
H -0.4612 3.1274 0.2706
H -0.5080 2.0370 1.3861
H -0.1327 -3.6243 1.2364
H -0.9165 -3.4004 -0.0460
H 3.0317 2.2725 -1.7304
H 0.8107 0.2603 -0.0264
H 1.8661 2.7619 -0.8685
H -2.2120 0.6709 -1.6314
*
```


Least stable structure: <B>


<A>
# C3H4Cl2O

A cluster of 2 separate species, C3H4Cl2O in total (ωB97M-V with the def2-TZVPD basis set, OMol25).

## Properties
Kohn-Sham gap (alpha / beta) = 0.269 / 0.269 Eh
HOMO (alpha / beta) = -8.85 / -8.85 eV
LUMO level (alpha / beta) = -1.5 / -1.5 eV

Geometry as ORCA input:
```
! wB97M-V def2-TZVPD RIJCOSX def2/J DEFGRID3
* xyz 0 1
Cl -2.6180 -0.8390 -1.1202
Cl -2.4486 1.9725 0.3386
O -1.4044 -0.8255 1.0823
C 1.0121 0.0234 -0.1152
C -1.3503 -0.3674 -0.1838
C -0.1250 0.1353 -0.8453
H 0.7375 -0.2353 0.9360
H -2.2370 -1.3290 1.2688
H 1.9616 0.0770 -0.4770
H -0.1163 0.2969 -1.9014
*
```


<B>
# C3H4Cl2O

A structure of composition C3H4Cl2O (ωB97M-V with the def2-TZVPD basis set, OMol25).

## Properties
Kohn-Sham gap = 0.332 Eh
HOMO = -10.18 eV
LUMO level = -1.1 eV

Geometry as ORCA input:
```
! wB97M-V def2-TZVPD RIJCOSX def2/J DEFGRID3
* xyz 0 1
Cl 2.1225 -0.8688 -0.4969
Cl -2.2111 -0.4613 -0.4456
O 1.1367 2.1135 -0.3784
C -0.1521 1.2943 -0.0380
C 0.3627 -0.8997 0.5520
C -0.4796 -0.0225 -0.6689
H -0.0109 -2.2081 0.6641
H -1.4134 1.6662 0.8732
H -0.0310 -0.3298 -1.7556
H 0.6761 -0.2838 1.6943
*
```


Least stable structure: <B>


<A>
# H58O29

A cluster of 29 separate species, H58O29 in total (ωB97M-V with the def2-TZVPD basis set, OMol25).

## Properties
Kohn-Sham gap = 0.382 Eh
HOMO = -10.69 eV
LUMO level = -0.3 eV

Geometry as ORCA input:
```
! wB97M-V def2-TZVPD RIJCOSX def2/J DEFGRID3
* xyz 0 1
O 11.7628 1.8731 17.4435
O 12.3489 -0.9129 17.0375
O 8.3062 1.2725 12.2387
O 8.3674 3.3940 18.2467
O 5.0087 2.2329 16.0061
O 13.9739 4.2775 19.3588
O 5.5896 4.5060 14.3073
O 9.7714 0.7515 15.8305
O 12.8601 -2.5078 14.5534
O 6.3011 6.1977 17.0015
O 12.0502 3.8380 15.3170
O 9.8393 -4.0987 18.1224
O 11.1657 1.7207 13.5963
O 14.0982 0.7374 21.9281
O 10.8021 -3.0159 20.3913
O 10.5597 2.6045 19.8284
O 3.4898 -0.0040 14.5317
O 8.6317 -0.9782 13.8830
O 8.2456 3.7842 13.7768
O 13.5845 -1.2866 19.6774
O 6.0704 -0.2161 19.3998
O 12.4573 3.1591 21.8159
O 7.3177 1.1021 16.8868
O 10.7373 -0.0270 20.9442
O 10.2902 -2.3246 15.8663
O 8.0190 -1.4087 21.0483
O 13.3384 -0.0080 12.8056
O 4.7124 3.6691 18.8136
O 9.2742 4.3610 16.0207
H 14.8821 4.0804 19.1545
H 5.0810 3.2131 19.5631
H 8.9220 3.9037 16.7948
H 9.1197 3.0895 18.8042
H 13.0510 3.8167 21.4642
H 6.6292 1.4301 16.2543
H 11.4304 2.2441 18.2787
H 8.6443 -1.9728 20.6045
H 8.1702 0.5130 12.8094
H 4.2785 0.3387 15.0266
H 2.7587 0.5145 14.9298
H 5.1694 -0.4940 19.5994
H 15.0842 0.8691 21.9014
H 8.8591 0.7709 16.1700
H 8.6140 -1.8119 14.3393
H 4.8669 2.9639 15.4360
H 6.4509 5.6383 17.7865
H 13.3984 3.9924 18.6331
H 10.6669 -0.9617 20.6574
H 12.6092 0.0192 16.8820
H 6.5004 4.2655 14.1053
H 8.9278 -4.0639 18.4850
H 4.6679 2.4332 16.8732
H 10.4333 1.4251 13.0361
H 9.0261 -0.4922 14.6226
H 8.4027 2.8698 13.5949
H 5.1688 4.9572 13.5603
H 9.0553 5.2785 16.2053
H 10.6657 -3.5219 19.5775
H 12.7287 -1.9936 13.7444
H 11.2682 2.9209 20.4571
H 12.8495 -1.3057 16.2756
H 12.9256 2.3229 21.9659
H 13.9998 0.0449 21.2589
H 10.8318 1.4683 14.4458
H 11.0808 3.9786 15.4604
H 5.4920 3.8307 18.2487
H 6.8000 0.5765 17.5536
H 14.4115 -1.7161 19.4292
H 12.6145 0.5602 13.1290
H 13.8043 -2.7942 14.4508
H 5.8837 5.6024 16.3262
H 10.0249 1.9808 20.3578
H 8.6498 0.9148 11.4088
H 13.8668 0.5108 12.1825
H 11.7640 -2.9230 20.4241
H 12.0668 3.5038 14.4129
H 6.7310 -0.7587 19.9584
H 10.3056 0.3720 16.5436
H 8.4864 -0.6147 21.3042
H 9.8536 -3.5266 17.3054
H 13.0391 -1.1176 18.8426
H 7.9423 2.5274 17.9760
H 8.8171 3.9908 14.5392
H 10.9563 -1.9352 16.4632
H 12.0279 2.6242 16.8370
H 11.6521 0.1497 21.1175
H 10.7718 -2.7786 15.1355
*
```


<B>
# H58O29

A cluster of 29 separate species, H58O29 in total (ωB97M-V with the def2-TZVPD basis set, OMol25).

## Properties
Kohn-Sham gap = 0.386 Eh
HOMO = -10.55 eV
LUMO level = 0.0 eV

Geometry as ORCA input:
```
! wB97M-V def2-TZVPD RIJCOSX def2/J DEFGRID3
* xyz 0 1
O -4.4628 -2.9360 0.2544
O 0.8404 0.2546 2.6133
O 0.9402 4.0714 -0.2848
O -2.0092 -3.8603 2.1131
O 1.1571 -0.1043 -5.2702
O 0.0291 -3.1086 4.3339
O -5.0886 0.6373 1.1469
O -2.4765 4.1190 -1.0747
O -3.4200 -0.4107 -0.8820
O -2.4808 -1.0241 1.7004
O 2.5415 2.0276 -1.6049
O -3.0759 2.3255 1.9038
O -1.0013 -1.2356 6.3465
O 0.3031 -5.8505 2.7240
O 5.1119 2.0244 -0.7337
O -0.1192 -4.9688 0.1393
O 3.3439 -2.7866 -0.5203
O -1.3824 0.9207 3.8273
O 0.2246 2.2799 -3.8320
O -0.6878 4.6693 -3.1833
O -1.6027 1.4239 -2.2357
O 1.6441 6.3169 -2.4731
O 2.1532 -0.7289 -1.6689
O 3.5528 0.9673 2.1236
O -0.5706 1.6360 0.2586
O 5.6249 -0.7359 -0.2675
O -0.3392 -0.7659 -3.0449
O -0.4255 -3.5752 -2.2776
O 0.4745 -1.6360 0.5486
H 2.9799 -2.5934 0.3138
H -4.4213 1.0439 1.6569
H 0.2377 -6.5495 3.4041
H -0.1287 3.9429 -3.5157
H -0.7546 -1.6161 -3.1295
H 1.9393 2.5486 -1.0002
H -0.9949 5.0662 -4.0047
H -0.9554 -0.0816 -2.7930
H 0.8779 6.0711 -3.0528
H -1.9648 4.4334 -1.8311
H 0.9151 -1.4190 -0.2818
H 2.2465 0.1558 -1.3032
H -0.6511 -4.2347 -1.5882
H 3.8339 1.8915 2.2272
H 1.1224 4.6748 -1.0643
H 1.3527 7.0979 -1.9813
H -0.7140 -4.4545 0.7153
H 1.2843 -0.5029 -4.3881
H -5.1578 -0.2531 1.5495
H 2.7502 -2.2961 -1.1767
H -0.4683 -1.5795 0.5281
H -0.4952 0.7064 3.4609
H -3.4023 3.2106 2.1237
H 5.4999 1.1230 -0.8103
H 1.6916 0.6626 2.4905
H 1.3336 -0.6438 -2.1563
H -0.3511 1.1103 1.0327
H -3.0766 -0.0129 -1.6742
H -2.1501 -0.4016 2.3483
H -3.8980 -2.2279 -0.0659
H 4.1100 0.3374 1.5644
H -1.0278 1.9729 -2.7815
H 0.4807 -6.3100 1.8754
H -2.2844 -2.9109 2.1298
H -0.2080 -3.8534 3.7445
H -1.4645 -1.8598 6.9452
H 5.5173 2.6572 -1.3579
H -2.1688 -4.2378 2.9802
H 0.3564 -2.4338 3.7037
H -1.2750 2.2345 0.5781
H 3.5043 2.0292 -1.2865
H 6.4392 -1.0766 0.1141
H -1.2256 1.4974 -1.3671
H -0.8150 -1.8065 5.5434
H 2.0634 0.1668 -5.5460
H 0.9355 2.1535 -3.2105
H 0.1745 -4.0086 -2.8608
H -4.1933 0.0114 -0.6020
H 0.5902 1.8559 -4.6171
H 0.8329 -0.4359 1.8967
H 0.0570 3.7884 -0.4451
H -1.5206 0.3162 4.5421
H -2.5750 1.9467 2.6949
H -2.3833 3.1629 -1.1776
H -4.2202 -3.6896 -0.3646
H 0.6896 -4.4017 0.1807
H 5.0871 -1.4588 -0.5358
H -2.7556 -0.4659 0.9454
*
```


Least stable structure: <B>